Arrangement i

{"formula": "C2H2N3O", "method": "ωB97M-V with the def2-TZVPD basis set", "elements": ["C", "C", "N", "N", "N", "O", "H", "H"], "xyz": [[-0.57004, 0.37047, 0.14908], [-0.75635, -1.16114, -0.13941], [0.42040, 1.06706, 0.37490], [1.63025, 0.78419, 0.09279], [2.50824, 1.19734, -0.40735], [-1.91281, -1.41814, -0.05971], [-1.45908, 0.96388, 0.36906], [0.13940, -1.80366, -0.37936]], "orbital_gap_ha": 0.3117, "total_charge": 1, "e_homo_ev": -16.08, "mol_weight_da": 84.06, "smiles": "N#[N+]/N=C\\C=O"}

Arrangement ii

{"formula": "C2H2N3O", "method": "ωB97M-V with the def2-TZVPD basis set", "elements": ["C", "C", "N", "N", "N", "O", "H", "H"], "xyz": [[-0.30165, -0.43337, 0.58175], [-1.33403, 0.41928, -0.38046], [0.95139, -0.48964, 0.49203], [1.87259, -0.04967, -0.17792], [2.87230, 0.20110, -0.59239], [-2.41693, 0.62491, 0.01246], [-0.76810, -0.98183, 1.39545], [-0.87557, 0.70921, -1.33092]], "orbital_gap_ha": 0.2993, "total_charge": 1, "e_homo_ev": -15.86, "mol_weight_da": 84.06, "smiles": "N#[N+]/N=C\\C=O"}

Arrangement iii

{"formula": "C2H2N3O", "method": "ωB97M-V with the def2-TZVPD basis set", "elements": ["C", "C", "N", "N", "N", "O", "H", "H"], "xyz": [[0.71833, 0.43208, 0.19351], [1.02541, -0.44693, -1.76636], [1.84553, 0.84983, -0.31034], [2.09637, 0.37945, -1.44175], [0.12849, -0.31355, -0.80885], [0.64331, -1.31367, -3.13334], [0.40255, 0.81795, 1.24663], [-0.84277, -0.73134, -0.73129]], "orbital_gap_ha": [0.2273, 0.2442], "total_charge": 1, "e_homo_ev": [-16.67, -17.12], "mol_weight_da": 84.06, "smiles": "O=C1N=NC=[NH+]1"}

Result of the stability comparison: arrangement ii is the most stable of them.